No. 1
ORCA calculation (ωB97M-V/def2-TZVPD) on a molecular structure, C43H21AsCrF15GeO3S3Se4 at a distorted geometry.

The HOMO-LUMO gap (alpha / beta) comes out at 5.89 / 6.08 eV. Its energy above the lowest of the compared OMol25 structures with the same formula, charge and spin is 59.1 kcal per mole. The expectation value of S² is 3.85. As for the total energy: -531506.27629 eV.

The geometry in ORCA input format:
```
! RIJCOSX wB97M-V def2-TZVPD def2/J DEFGRID3
* xyz -2 4
Cr 0.7001 -2.7278 -1.4693
Se 2.2798 -3.6767 -3.0511
Se 2.1858 -3.8469 -5.2991
Se -0.1253 -2.9047 -5.7234
Se -0.7979 -2.5447 -3.6105
S 1.5470 -4.2150 0.2706
C 3.2895 -3.9751 0.3423
C 4.1476 -4.9872 0.7818
C 5.5212 -4.7963 0.7793
C 6.0744 -3.5970 0.3467
C 5.2336 -2.5697 -0.0621
C 3.8604 -2.7522 -0.0440
As 2.5436 -1.4084 -0.4751
C 3.6113 -0.0636 -1.3664
C 3.7732 1.2088 -0.8285
C 4.5298 2.1586 -1.5028
C 5.1190 1.8397 -2.7171
C 4.9433 0.5744 -3.2626
C 4.1907 -0.3789 -2.5923
C 2.1157 -0.7091 1.2821
C 2.4405 -1.4134 2.4364
C 1.8620 -1.0615 3.6477
C 0.9494 -0.0160 3.7109
C 0.6404 0.7041 2.5655
C 1.2173 0.3507 1.3545
H 3.7241 -5.9304 1.1035
H 6.1698 -5.6008 1.1078
H 7.1487 -3.4613 0.3312
H 5.6460 -1.6289 -0.4085
H 3.3168 1.4605 0.1208
H 4.6503 3.1477 -1.0778
H 5.7127 2.5792 -3.2409
H 5.3820 0.3241 -4.2204
H 4.0606 -1.3664 -3.0203
H 3.1483 -2.2314 2.3918
H 2.1062 -1.6262 4.5394
H 0.4687 0.2303 4.6506
H -0.0703 1.5207 2.6008
H 0.9387 0.8881 0.4558
F -2.2065 4.9305 0.7077
C -2.6150 3.7722 1.2653
C -2.3156 2.5492 0.6945
C -2.8063 1.4537 1.3858
F -2.5733 0.2142 0.9255
C -3.5464 1.5394 2.5526
F -3.9782 0.4414 3.1925
C -3.8345 2.7871 3.0703
F -4.5658 2.9075 4.1899
C -3.3585 3.9113 2.4264
F -3.6264 5.1257 2.9411
Ge -1.2146 2.0800 -1.0317
S 0.0968 -0.7442 -2.7686
C -2.7728 2.4046 -2.3533
C -2.3850 2.4215 -3.6841
F -1.0783 2.3408 -3.9915
C -3.2635 2.5361 -4.7439
F -2.8339 2.5792 -6.0136
C -4.6182 2.6181 -4.4802
F -5.4996 2.7316 -5.4860
C -5.0574 2.5803 -3.1732
F -6.3759 2.6526 -2.9182
C -4.1356 2.4734 -2.1433
F -4.6602 2.4462 -0.9009
C -0.3447 3.9984 -1.1705
C -0.3649 4.9445 -2.1788
F -1.3367 4.9498 -3.1146
C 0.5630 5.9688 -2.2953
F 0.4905 6.8589 -3.3007
C 1.5680 6.0922 -1.3584
F 2.4779 7.0751 -1.4570
C 1.6127 5.1984 -0.3059
F 2.5700 5.3213 0.6302
C 0.6660 4.1944 -0.2435
F 0.7725 3.3554 0.8147
C -4.3560 -4.3159 4.9342
C -3.6470 -3.9425 3.6587
C -2.6168 -3.0116 3.6630
C -1.9701 -2.6557 2.4869
C -2.3689 -3.2398 1.2983
C -3.3746 -4.1958 1.2706
C -4.0045 -4.5431 2.4517
S -1.6318 -2.7244 -0.2160
O -1.0407 -3.9428 -0.8405
O -2.6632 -2.1084 -0.9991
O -0.4610 -1.8827 0.1286
H -4.1914 -3.5642 5.7056
H -3.9924 -5.2740 5.3141
H -5.4302 -4.4133 4.7707
H -2.3222 -2.5429 4.5951
H -1.1757 -1.9201 2.4805
H -3.6606 -4.6474 0.3295
H -4.7977 -5.2826 2.4377
*
```

Charges obtained by Löwdin population analysis, quoted in units of e: -0.31, 0.04, -0.07, 0.02, 0.05, 0.65, -0.70, -0.12, -0.11, -0.11, -0.10, -0.42, 1.27, -0.35, -0.09, -0.09, -0.10, -0.08, -0.11, -0.33, -0.09, -0.09, -0.10, -0.07, -0.13, 0.09, 0.09, 0.09, 0.10, 0.09, 0.10, 0.09, 0.10, 0.06, 0.10, 0.10, 0.10, 0.10, 0.05, 0.08, -0.22, -0.17, -0.26, 0.07, -0.15, 0.10, -0.15, 0.10, -0.15, 0.09, 1.12, 0.05, -0.16, -0.27, 0.05, -0.15, 0.10, -0.14, 0.10, -0.15, 0.09, -0.21, 0.08, -0.16, -0.22, 0.08, -0.15, 0.09, -0.15, 0.09, -0.15, 0.09, -0.26, 0.05, -0.06, -0.28, -0.03, -0.03, -0.25, -0.04, -0.05, 0.42, -0.47, -0.29, -0.46, 0.07, 0.08, 0.07, 0.11, 0.11, 0.12, 0.11

---

No. 2
ORCA calculation (ωB97M-V/def2-TZVPD) on a molecular structure, C39H37FN6NaO5 at a distorted geometry.

The HOMO-LUMO gap comes out at 6.63 eV. Its energy above the lowest of the compared OMol25 structures with the same formula, charge and spin is 0.0 kcal per mole. As for the total energy: -67352.16386 eV.

The geometry in ORCA input format:
```
! RIJCOSX wB97M-V def2-TZVPD def2/J DEFGRID3
* xyz 1 1
Na -1.0262 -0.0038 0.5733
C 1.6520 0.0708 4.3394
O 2.4271 -0.7373 3.4046
C 1.7681 -0.6733 2.2387
N 0.6974 -0.0164 2.1739
C 0.4586 0.5817 3.4938
C 0.3650 2.0886 3.4261
C -0.1965 2.7759 4.4966
C -0.2808 4.1575 4.4799
C 0.1918 4.8697 3.3864
C 0.7471 4.1903 2.3152
C 0.8350 2.8048 2.3347
C 2.3555 -1.3683 1.0667
C 3.4828 -2.1688 1.1758
C 3.9960 -2.7306 0.0153
C 3.3855 -2.4518 -1.1991
C 2.2634 -1.6312 -1.1951
N 1.7455 -1.1152 -0.0895
C 1.5896 -1.2304 -2.4565
N 0.4403 -0.7084 -2.5483
C 0.2135 -0.4129 -3.9670
C 1.5512 -0.8042 -4.6483
O 2.3199 -1.4098 -3.5855
C -0.2089 1.0224 -4.2086
C -0.2266 1.5202 -5.5101
C -0.5929 2.8355 -5.7611
C -0.9655 3.6665 -4.7112
C -0.9606 3.1733 -3.4141
C -0.5766 1.8615 -3.1633
H 2.2937 0.8756 4.6910
H 1.3661 -0.5704 5.1697
H -0.4974 0.1993 3.8593
H -0.6010 2.2232 5.3389
H -0.7344 4.6795 5.3132
H 0.1214 5.9500 3.3705
H 1.1180 4.7393 1.4582
H 1.2735 2.2786 1.4947
H 3.9355 -2.3349 2.1439
H 4.8723 -3.3644 0.0540
H 3.7726 -2.8362 -2.1324
H -0.5938 -1.0628 -4.3226
H 2.1063 0.0570 -5.0193
H 1.4396 -1.5377 -5.4442
H 0.0788 0.8838 -6.3366
H -0.5498 3.2209 -6.7768
H -1.2213 4.7026 -4.8974
H -1.2406 3.8139 -2.5869
H -0.5681 1.4744 -2.1544
C -5.5449 5.6508 -1.3666
C -6.1866 4.3757 -0.8395
N -5.2851 3.2236 -0.9041
C -4.5595 2.8971 0.2003
C -3.6408 1.9039 0.2935
C -2.9528 1.7494 1.6672
O -2.9951 2.7432 2.3980
O -2.4398 0.6226 1.8973
C -3.3618 1.1164 -0.8763
O -2.4841 0.2496 -0.9917
C -4.1715 1.4569 -2.0623
C -3.9753 0.7211 -3.2273
C -4.6125 1.0745 -4.3776
F -4.3588 0.3420 -5.5025
C -5.4718 2.1818 -4.4467
C -5.7227 2.8672 -3.2698
C -5.0757 2.5251 -2.0735
N -6.0690 2.6684 -5.6418
C -5.7812 4.0376 -6.0125
C -4.5800 4.1308 -6.9467
N -4.8749 3.3043 -8.1727
C -5.1734 1.8671 -7.8197
C -6.3132 1.8407 -6.8041
H -6.2472 6.4832 -1.3019
H -5.2350 5.5423 -2.4082
H -4.6608 5.9040 -0.7802
H -7.1040 4.1334 -1.3747
H -6.4680 4.4938 0.2044
H -4.7301 3.5062 1.0816
H -3.2762 -0.1045 -3.2070
H -6.4319 3.6828 -3.2935
H -5.5750 4.6383 -5.1320
H -6.6600 4.4766 -6.5007
H -3.6841 3.7042 -6.4920
H -4.3788 5.1472 -7.2800
H -4.0943 3.3465 -8.8225
H -5.6792 3.7058 -8.6549
H -4.2541 1.4636 -7.4067
H -5.4244 1.3517 -8.7457
H -6.5104 0.8147 -6.5175
H -7.2238 2.2147 -7.2910
*
```

Charges obtained by Löwdin population analysis, quoted in units of e: 0.46, -0.04, 0.02, -0.32, 0.13, -0.23, -0.19, -0.03, -0.07, -0.09, -0.08, -0.03, -0.16, 0.02, -0.02, 0.02, -0.17, 0.20, -0.30, 0.18, -0.24, -0.07, 0.01, -0.17, -0.05, -0.11, -0.11, -0.07, -0.02, 0.13, 0.13, 0.15, 0.12, 0.11, 0.10, 0.10, 0.11, 0.12, 0.12, 0.12, 0.15, 0.13, 0.13, 0.12, 0.10, 0.10, 0.11, 0.10, -0.06, -0.18, -0.03, 0.04, -0.01, -0.63, 0.01, -0.07, -0.29, -0.02, -0.05, 0.08, -0.18, 0.04, -0.15, 0.05, -0.12, -0.09, -0.14, -0.07, 0.06, -0.08, -0.13, 0.08, 0.06, 0.09, 0.12, 0.13, 0.15, 0.14, 0.11, 0.12, 0.14, 0.13, 0.14, 0.18, 0.18, 0.12, 0.14, 0.14, 0.14

---

No. 3
ORCA calculation (ωB97M-V/def2-TZVPD) on 2 unconnected molecules or ions with the total composition C3H11N2S at a distorted geometry.

The HOMO-LUMO gap comes out at 10.18 eV. Its energy above the lowest of the compared OMol25 structures with the same formula, charge and spin is 50.6 kcal per mole. As for the total energy: -17096.81729 eV.

The geometry in ORCA input format:
```
! RIJCOSX wB97M-V def2-TZVPD def2/J DEFGRID3
* xyz 1 1
C -2.9657 1.1990 -0.6984
C -0.3414 0.0833 -0.9660
C -2.3159 0.1894 0.2805
N -1.1380 -0.2241 0.1430
N 0.6750 -1.0078 -0.8714
S 3.6579 -0.3667 0.5842
H -2.9063 0.8337 -1.7825
H -3.8909 1.4169 -0.2300
H -2.5712 2.2287 -0.6422
H 4.7993 -1.0680 0.8285
H -0.9613 0.1418 -1.9908
H 0.2369 1.0157 -0.8717
H -3.0294 -0.0588 1.1267
H 0.2455 -1.8684 -1.3155
H 1.5050 -0.8755 -1.5103
H 0.9702 -1.0937 0.1528
H 3.4873 0.2515 1.7512
*
```

Charges obtained by Löwdin population analysis, quoted in units of e: -0.06, -0.24, -0.15, 0.00, 0.13, 0.50, 0.10, 0.05, 0.09, -0.17, 0.17, 0.15, 0.14, 0.19, 0.15, 0.14, -0.20

---

No. 4
ORCA calculation (ωB97M-V/def2-TZVPD) on C3H6N4O in the gas phase at a distorted geometry.

The HOMO-LUMO gap comes out at 8.43 eV. Its energy above the lowest of the compared OMol25 structures with the same formula, charge and spin is 167.7 kcal per mole. As for the total energy: -11209.50586 eV.

The geometry in ORCA input format:
```
! RIJCOSX wB97M-V def2-TZVPD def2/J DEFGRID3
* xyz 0 1
C -2.1282 -0.3210 0.3307
C -1.2224 0.5410 -0.3592
N -0.2274 -0.4774 -0.4744
C 0.9618 -0.2686 -0.0735
N 1.3682 0.9892 0.0450
N 2.6774 0.8655 0.1705
N 2.9956 -0.4072 0.0178
O 1.8573 -1.1347 0.0288
H -3.1014 0.2611 0.5337
H -2.4031 -1.2197 -0.3014
H -2.0783 -0.7119 1.4358
H -0.9203 1.3901 0.5629
H -1.5049 1.0420 -1.3720
H 3.7259 -0.5483 -0.5447
*
```

Charges obtained by Löwdin population analysis, quoted in units of e: -0.24, -0.34, 0.06, -0.59, 0.14, 0.10, 0.02, 0.15, 0.08, 0.09, 0.11, 0.17, 0.15, 0.11